# 1
19
Properties=species:S:1:pos:R:3 method="wB97M-V/def2-TZVPD" total_charge=+1 homo_lumo_gap_ev="7.58 / 10.66" spin_multiplicity=3 e_above_lowest_kj_mol=105.9
C -0.51 1.27 -1.15
C -0.45 -1.21 -1.53
C 1.51 0.26 0.32
C -0.32 0.17 2.01
C -0.72 -0.10 -0.47
N 0.21 -0.33 0.66
O -0.46 1.37 -2.33
H -0.61 2.29 -0.60
H 0.56 -1.37 -1.65
H -0.90 -0.85 -2.45
H -1.04 -2.06 -1.19
H 1.53 1.09 -0.26
H 1.96 0.51 1.29
H 2.20 -0.54 -0.04
H -1.38 0.23 1.94
H -0.07 -0.45 2.85
H 0.11 1.11 2.07
H -1.79 0.00 -0.10
H 0.17 -1.38 0.62

# 2
31
Properties=species:S:1:pos:R:3 method="wB97M-V/def2-TZVPD" homo_lumo_gap_ev=5.89 e_above_lowest_kj_mol=163.5
O -0.72 -2.79 1.47
P 0.36 -2.58 0.27
Cl 1.72 -4.17 0.57
N 1.26 -1.06 0.65
C 2.60 -1.06 0.44
C 3.37 0.04 0.69
C 2.77 1.22 1.15
C 1.39 1.23 1.34
C 0.68 0.07 1.08
C -0.81 0.10 1.34
C -1.57 0.32 0.22
C -2.97 0.33 0.39
C -3.47 0.10 1.67
C -2.55 -0.08 2.71
N -1.23 -0.09 2.59
H -0.37 -2.51 2.34
H 3.12 -1.94 0.06
H 4.45 -0.03 0.54
H 3.41 2.08 1.35
H 0.90 2.13 1.68
H -1.11 0.49 -0.77
H -3.65 0.46 -0.45
H -4.53 0.06 1.91
H -2.95 -0.23 3.72
C 0.13 1.34 -4.45
C -0.22 0.84 -3.04
O -1.30 0.22 -2.93
O 0.63 1.11 -2.15
H -0.65 1.07 -5.17
H 0.23 2.42 -4.44
H 1.07 0.90 -4.78

# 3
63
Properties=species:S:1:pos:R:3 method="wB97M-V/def2-TZVPD" total_charge=+3 homo_lumo_gap_ev="7.54 / 3.53" spin_multiplicity=2
Ce 0.01 0.14 0.11
P -0.32 -2.29 0.97
P 2.42 0.07 -0.69
P -0.67 -0.68 -2.33
H -0.98 2.68 0.16
C -1.28 1.84 -0.43
C -2.11 0.76 0.26
H -2.34 0.90 1.30
C -0.32 -2.38 2.72
C 0.79 -3.54 0.45
C -1.95 -2.84 0.52
C 2.89 1.58 -1.48
C 3.57 -0.15 0.62
C 2.91 -1.19 -1.83
C -2.41 -0.54 -2.61
C -0.27 -2.30 -2.85
C 0.04 0.44 -3.52
H -1.44 1.99 -1.47
H -2.80 0.21 -0.33
H -0.99 -1.65 3.20
H 0.69 -2.25 3.13
H -0.66 -3.39 2.95
H 1.81 -3.34 0.79
H 0.81 -3.68 -0.64
H 0.43 -4.47 0.92
H -2.73 -2.17 0.91
H -2.06 -3.83 0.99
H -2.10 -2.94 -0.56
H 3.95 1.48 -1.72
H 2.75 2.45 -0.82
H 2.32 1.77 -2.40
H 4.55 -0.13 0.14
H 3.44 -1.12 1.13
H 3.53 0.64 1.38
H 3.98 -1.03 -1.97
H 2.41 -1.12 -2.80
H 2.75 -2.20 -1.43
H -2.52 -0.80 -3.67
H -2.80 0.48 -2.45
H -2.99 -1.23 -1.99
H -0.55 -2.33 -3.91
H -0.85 -3.05 -2.30
H 0.80 -2.54 -2.76
H -0.42 0.16 -4.48
H 1.13 0.33 -3.61
H -0.19 1.49 -3.30
C -3.60 3.30 -5.82
C -3.16 4.39 -6.61
C -3.92 5.55 -6.70
C -5.14 5.66 -6.01
C -5.58 4.60 -5.23
C -4.83 3.43 -5.13
S -2.71 1.82 -5.65
H -1.66 2.17 -6.45
H -2.22 4.31 -7.15
H -3.57 6.38 -7.32
H -5.73 6.58 -6.09
H -6.52 4.67 -4.69
H -5.18 2.60 -4.52
N 0.62 0.82 2.27
H -0.21 0.81 2.81
H 0.99 1.73 2.14
H 1.31 0.19 2.63

# 4
123
Properties=species:S:1:pos:R:3 method="wB97M-V/def2-TZVPD" homo_lumo_gap_ev=9.56 smiles="C[C@H]1COC(=O)O1.C[C@H]1COC(=O)O1.C[C@H]1COC(=O)O1.COC(=O)OC.COC(=O)OC.COC(=O)OC.COC(=O)OC.CCCC#N.CCCC#N.CCCC#N" e_above_lowest_kj_mol=10.0
C -0.10 -2.15 2.49
C 0.40 -1.87 1.05
C -0.62 -1.98 -0.12
O -0.61 -0.68 -0.65
C 0.21 0.07 0.02
O 0.33 1.29 -0.18
O 0.87 -0.58 0.93
H -0.48 -3.21 2.63
H -0.96 -1.48 2.86
H 0.73 -1.94 3.12
H 1.17 -2.57 0.82
H -1.66 -2.25 0.16
H -0.19 -2.63 -0.91
C 0.67 -6.08 -0.29
C -0.87 -5.83 -0.40
C -1.89 -6.92 0.01
O -2.99 -6.18 0.45
C -2.56 -5.00 0.85
O -3.25 -4.17 1.39
O -1.35 -4.78 0.46
H 0.95 -6.23 0.79
H 1.27 -5.28 -0.68
H 0.87 -7.04 -0.84
H -1.00 -5.53 -1.40
H -1.53 -7.47 0.84
H -2.12 -7.68 -0.75
C -2.97 2.31 -0.33
C -3.60 1.44 -1.37
C -2.65 0.81 -2.40
O -2.96 -0.56 -2.15
C -3.73 -0.78 -1.17
O -4.07 -1.91 -0.75
O -4.22 0.32 -0.72
H -3.75 2.66 0.33
H -2.50 3.14 -0.82
H -2.22 1.80 0.26
H -4.24 1.98 -1.98
H -1.59 1.07 -2.24
H -2.99 1.09 -3.40
C -0.13 4.07 -2.12
O 0.32 5.04 -1.21
C 0.06 6.29 -1.50
O -0.82 6.66 -2.55
O 0.65 7.20 -0.77
C 0.17 8.51 -0.81
H 0.21 3.06 -1.78
H 0.24 4.28 -3.13
H -1.22 4.05 -2.07
H -0.75 8.69 -0.24
H -0.09 8.79 -1.81
H 0.88 9.16 -0.34
C -2.91 0.01 2.41
O -3.99 0.90 2.32
C -5.25 0.49 2.41
O -5.53 -0.89 2.40
O -6.19 1.43 2.63
C -7.58 1.06 2.79
H -1.96 0.38 2.00
H -3.12 -0.99 1.97
H -2.90 -0.11 3.49
H -7.63 0.18 3.38
H -8.01 0.71 1.92
H -8.05 1.90 3.28
C 3.05 2.67 1.75
O 3.00 3.53 2.88
C 3.74 4.62 2.92
O 4.40 5.16 1.79
O 3.85 5.17 4.15
C 4.79 6.18 4.33
H 2.44 1.76 1.93
H 4.09 2.54 1.46
H 2.46 3.13 0.96
H 5.76 5.71 4.17
H 4.76 6.63 5.33
H 4.72 7.03 3.66
C 6.11 -8.00 -0.88
O 5.85 -7.20 0.31
C 4.93 -6.26 0.36
O 4.09 -5.98 -0.74
O 4.79 -5.58 1.46
C 3.80 -4.65 1.75
H 6.87 -8.75 -0.68
H 6.25 -7.39 -1.72
H 5.19 -8.48 -1.22
H 2.89 -5.02 2.22
H 3.59 -4.08 0.78
H 4.27 -3.87 2.36
C -1.72 4.31 2.08
C -0.58 3.33 2.40
C -0.29 3.30 3.87
C -1.39 2.70 4.61
N -2.30 2.19 5.18
H -2.71 4.08 2.57
H -1.90 4.48 1.00
H -1.35 5.34 2.38
H 0.21 3.82 1.88
H -0.66 2.35 1.96
H -0.34 4.33 4.16
H 0.58 2.79 4.22
C 3.42 0.49 -1.30
C 2.60 0.10 -2.60
C 3.09 -1.32 -3.08
C 2.58 -2.37 -2.23
N 2.19 -3.21 -1.55
H 3.37 -0.30 -0.57
H 2.92 1.38 -0.98
H 4.49 0.56 -1.52
H 2.89 0.75 -3.42
H 1.50 0.27 -2.33
H 4.19 -1.36 -3.11
H 2.74 -1.46 -4.10
C -0.62 -1.89 -3.67
C -0.41 -1.56 -5.18
C -1.26 -0.36 -5.65
C -0.92 0.93 -5.07
N -0.67 1.96 -4.63
H -0.10 -2.80 -3.40
H -1.68 -2.01 -3.49
H -0.27 -1.12 -3.06
H -0.74 -2.40 -5.74
H 0.59 -1.37 -5.50
H -2.30 -0.52 -5.28
H -1.16 -0.33 -6.71

# 5
8
Properties=species:S:1:pos:R:3 method="wB97M-V/def2-TZVPD" homo_lumo_gap_ev="7.40 / 7.03" spin_multiplicity=3 e_above_lowest_kj_mol=140.6
C -0.32 -0.63 1.33
C 0.17 0.68 -1.23
N -1.26 0.12 1.46
N 0.52 -1.44 1.00
I -1.55 1.29 -0.41
H 0.89 1.44 -1.46
H 0.07 -0.09 -1.98
H 1.48 -1.38 1.29

no.,largest force on an atom (eV Å⁻¹),E_tot (Eh)
1,8.32,-327.255961
2,2.96,-1601.250767
3,2.77,-2622.715051
4,9.60,-3153.610016
5,3.30,-485.009451